A molecular structure, C21H15BBr2F4N4O6Ti. Source: the Open Molecules 2025 dataset; level of theory: wB97M-V/def2-TZVPD.

- Largest force on an atom: 0.77 eV/Å
- Relative energy (zero: lowest compared OMol25 entry of this formula, charge and spin): 0.075 eV
- Expectation value of S²: 0.753
- Calculated total energy: -215025.0130 eV

```
! RIJCOSX wB97M-V def2-TZVPD def2/J DEFGRID3
* xyz -1 2
Ti -0.826 0.654 -1.293
O -0.986 2.015 0.108
C -1.683 2.177 1.199
C -1.300 3.182 2.109
C -1.981 3.401 3.283
C -3.090 2.616 3.613
C -3.480 1.627 2.738
C -2.809 1.394 1.534
C -3.234 0.320 0.654
N -2.566 -0.191 -0.373
C -3.327 -1.216 -0.900
C -4.469 -1.327 -0.183
N -4.401 -0.348 0.785
H -0.431 3.773 1.844
H -1.650 4.181 3.958
H -3.620 2.770 4.543
H -4.313 0.990 3.017
H -2.993 -1.800 -1.739
H -5.304 -1.997 -0.271
H -5.094 -0.164 1.485
O 2.929 -2.250 3.911
C 1.900 -1.638 3.268
C 2.049 -0.433 2.598
C 0.955 0.102 1.948
N -0.244 -0.488 1.935
C -0.359 -1.615 2.599
Br -2.076 -2.421 2.576
C 0.658 -2.253 3.287
H 3.734 -1.744 3.765
H 3.008 0.071 2.552
H 1.046 1.027 1.394
H 0.505 -3.192 3.798
O -2.276 1.606 -2.566
N -1.421 2.148 -3.312
O -0.250 1.873 -2.928
F 0.770 -2.397 -2.922
B -0.491 -2.284 -2.377
F -0.491 -2.356 -0.991
F -1.404 -3.149 -2.953
F -0.984 -0.888 -2.692
Br 4.088 -1.616 -0.240
C 3.978 -0.827 -1.963
C 4.770 -1.334 -2.981
C 4.673 -0.781 -4.248
C 3.790 0.262 -4.489
C 3.004 0.757 -3.461
C 3.098 0.220 -2.181
C 2.218 0.781 -1.086
O 2.602 1.681 -0.372
O 1.061 0.181 -1.023
H 5.442 -2.157 -2.782
H 5.282 -1.176 -5.051
H 3.702 0.681 -5.483
H 2.290 1.551 -3.640
*
```

Computed natural (NBO) charges, given in elementary charges: Ti 1.6704; O -0.7579; C 0.3944; C -0.2690; C -0.1896; C -0.2807; C -0.1839; C -0.1420; C 0.4181; N -0.5545; C -0.0451; C -0.1009; N -0.5115; H 0.2211; H 0.2032; H 0.2034; H 0.1846; H 0.2545; H 0.2160; H 0.4154; O -0.6622; C 0.3455; C -0.3392; C 0.0938; N -0.4825; C 0.1900; Br 0.0272; C -0.3461; H 0.4814; H 0.2238; H 0.2410; H 0.2343; O -0.4896; N 0.3701; O -0.5038; F -0.5452; B 1.3609; F -0.5449; F -0.5550; F -0.5501; Br 0.0274; C 0.0566; C -0.2736; C -0.2130; C -0.2124; C -0.1720; C -0.1790; C 0.8074; O -0.6193; O -0.7845; H 0.2173; H 0.2059; H 0.2084; H 0.2353



2 unconnected molecules or ions with the total composition CHF2IS. Source: the Open Molecules 2025 dataset; level of theory: wB97M-V/def2-TZVPD.

- Largest force on an atom: 3.25 eV/Å
- Relative energy (zero: lowest compared OMol25 entry of this formula, charge and spin): 3.195 eV
- Calculated total energy: -25420.2557 eV

```
! RIJCOSX wB97M-V def2-TZVPD def2/J DEFGRID3
* xyz 0 1
C 0.510 -1.080 -0.279
F 1.035 -1.954 -1.110
F 0.454 -1.522 0.980
S -2.161 1.452 0.061
I 1.541 0.802 -0.179
H -1.379 2.302 0.527
*
```

Computed natural (NBO) charges, given in elementary charges: C 0.5874; F -0.3147; F -0.3304; S -0.0835; I 0.0728; H 0.0684



2 unconnected molecules or ions with the total composition C2H9NOS. Source: the Open Molecules 2025 dataset; level of theory: wB97M-V/def2-TZVPD.

- Largest force on an atom: 2.13 eV/Å
- Relative energy (zero: lowest compared OMol25 entry of this formula, charge and spin): 0.601 eV
- Structure (SMILES): NCCS.O
- Calculated total energy: -16592.0653 eV

```
! RIJCOSX wB97M-V def2-TZVPD def2/J DEFGRID3
* xyz 0 1
N 0.121 3.179 -1.222
C 0.509 1.849 -0.725
C -0.347 0.798 -1.453
S 0.466 -0.821 -1.679
H 0.607 3.399 -2.088
H 0.149 4.074 -0.768
H 1.534 1.741 -1.128
H 0.526 1.832 0.354
H -0.507 1.240 -2.430
H -1.331 0.686 -0.984
H 0.617 -1.116 -0.388
O -0.709 -5.331 4.472
H -1.414 -5.973 4.375
H -0.220 -5.558 3.664
*
```

Computed natural (NBO) charges, given in elementary charges: N -0.8793; C -0.2251; C -0.5196; S -0.0480; H 0.3508; H 0.3783; H 0.1803; H 0.2008; H 0.2292; H 0.2170; H 0.1157; O -0.9243; H 0.4619; H 0.4624



2 unconnected molecules or ions with the total composition CClNO4. Source: the Open Molecules 2025 dataset; level of theory: wB97M-V/def2-TZVPD.

- Largest force on an atom: 6.19 eV/Å
- Relative energy (zero: lowest compared OMol25 entry of this formula, charge and spin): 0.000 eV
- Expectation value of S²: 2.008
- Calculated total energy: -23232.5104 eV

```
! RIJCOSX wB97M-V def2-TZVPD def2/J DEFGRID3
* xyz 0 3
C -2.338 0.058 -0.063
N 1.583 -0.044 -0.230
O -1.807 -0.587 0.713
O -2.780 0.769 -0.840
O 2.377 0.750 0.046
O 0.607 -0.044 -0.868
Cl 1.999 -1.642 0.700
*
```

Computed natural (NBO) charges, given in elementary charges: C 1.0238; N 0.4531; O -0.5160; O -0.5077; O -0.2460; O -0.3397; Cl 0.1326



A molecular structure, C27H26BrClLaN11O4Se2. Source: the Open Molecules 2025 dataset; level of theory: wB97M-V/def2-TZVPD.

- Largest force on an atom: 1.91 eV/Å
- Relative energy (zero: lowest compared OMol25 entry of this formula, charge and spin): 0.000 eV
- Calculated total energy: -267121.8630 eV

```
! RIJCOSX wB97M-V def2-TZVPD def2/J DEFGRID3
* xyz 0 1
La 9.122 10.719 11.040
N 5.656 9.540 12.694
C 6.351 10.491 13.410
N 6.027 10.974 14.598
N 7.022 11.826 14.953
N 7.905 11.895 14.017
N 7.501 11.064 13.000
C 6.009 9.012 11.470
N 5.556 7.883 10.962
N 6.136 7.726 9.756
N 6.903 8.729 9.501
N 6.846 9.589 10.574
H 4.913 9.076 13.197
Cl 15.208 6.406 13.678
C 13.842 7.228 13.009
C 13.438 6.822 11.738
C 12.367 7.429 11.131
C 11.654 8.471 11.767
O 10.656 9.032 11.180
C 12.098 8.886 13.047
C 11.523 10.040 13.702
O 10.642 10.784 13.255
C 13.192 8.239 13.671
H 13.971 6.028 11.253
H 12.011 7.096 10.166
H 11.961 10.337 14.667
H 13.545 8.523 14.659
C 6.132 13.151 10.365
O 7.534 13.197 10.694
C 7.937 14.300 11.381
C 7.332 15.540 11.342
C 7.837 16.555 12.154
Br 7.111 18.269 12.022
C 8.826 16.317 13.088
C 9.444 15.070 13.125
C 9.061 14.116 12.197
O 9.776 12.935 12.045
C 10.359 14.725 14.210
N 11.299 15.500 14.681
C 11.823 14.817 15.766
C 12.833 15.186 16.646
C 13.141 14.318 17.668
C 12.475 13.094 17.815
C 11.498 12.704 16.939
C 11.169 13.583 15.917
N 10.248 13.523 14.887
H 5.887 13.959 9.667
H 5.561 13.222 11.291
H 5.955 12.193 9.904
H 6.507 15.739 10.680
H 9.102 17.085 13.797
H 10.203 12.624 12.864
H 13.351 16.125 16.524
H 13.878 14.609 18.401
H 12.706 12.440 18.656
H 10.966 11.774 17.058
H 9.412 12.932 14.799
C 8.269 13.768 7.769
Se 9.265 12.172 8.220
C 8.149 10.919 7.214
C 8.886 9.614 7.002
Se 9.812 8.917 8.569
C 11.604 9.544 8.121
H 7.219 13.573 7.949
H 8.435 14.012 6.729
H 8.632 14.578 8.386
H 7.881 11.384 6.266
H 7.232 10.751 7.810
H 9.604 9.667 6.175
H 8.153 8.850 6.741
H 12.097 8.817 7.471
H 12.149 9.637 9.053
H 11.565 10.512 7.636
*
```

Computed Löwdin charges, given in elementary charges: La 1.9192; N 0.1408; C -0.4583; N 0.0337; N -0.0606; N -0.0973; N -0.1106; C -0.4665; N 0.0280; N -0.0702; N -0.1273; N -0.1402; H 0.1466; Cl 0.6730; C -0.6787; C -0.0857; C 0.0076; C -0.3584; O -0.4172; C -0.1146; C -0.1342; O -0.1167; C -0.0419; H 0.1054; H 0.1130; H 0.1354; H 0.1207; C -0.0387; O -0.2301; C -0.2305; C -0.0474; C -0.6901; Br 0.7872; C -0.0536; C -0.0698; C -0.1672; O -0.1314; C -0.2692; N 0.1857; C -0.2254; C -0.0201; C -0.0953; C -0.0993; C -0.0345; C -0.1832; N 0.1650; H 0.0870; H 0.1170; H 0.0804; H 0.1064; H 0.1172; H 0.0555; H 0.1108; H 0.0981; H 0.1054; H 0.1104; H 0.1077; C -0.3567; Se 0.8987; C -0.5183; C -0.5461; Se 0.9011; C -0.3674; H 0.0166; H 0.0314; H 0.0290; H 0.0774; H 0.0571; H 0.0758; H 0.0659; H 0.0344; H 0.0137; H -0.0056



2 unconnected molecules or ions with the total composition C8H16N3P. Source: the Open Molecules 2025 dataset; level of theory: wB97M-V/def2-TZVPD.

- Largest force on an atom: 5.76 eV/Å
- Relative energy (zero: lowest compared OMol25 entry of this formula, charge and spin): 2.899 eV
- Calculated total energy: -22310.5320 eV

```
! RIJCOSX wB97M-V def2-TZVPD def2/J DEFGRID3
* xyz 0 1
C 1.823 3.179 0.181
C 2.703 2.230 0.580
C 1.030 1.353 -0.694
C -1.315 -0.712 1.630
C -2.864 -1.152 -0.351
C -0.877 -2.726 0.028
C 2.689 -0.267 0.445
C -1.618 -1.433 0.362
N 0.826 2.649 -0.528
N 2.157 0.958 0.086
N -1.063 1.385 -2.264
P 0.171 0.242 -1.680
H 1.722 4.169 0.603
H 3.389 2.319 1.373
H -1.256 0.405 1.394
H -2.320 -0.772 2.212
H -0.409 -1.071 2.012
H -3.494 -2.010 0.014
H -2.752 -1.285 -1.425
H -3.359 -0.083 -0.154
H -0.578 -2.713 -1.205
H 0.093 -2.753 0.551
H -1.476 -3.657 0.167
H 3.061 -0.823 -0.535
H 3.490 -0.198 1.219
H 1.883 -0.956 0.834
H -0.868 1.553 -3.251
H -0.790 2.171 -1.605
*
```

Computed natural (NBO) charges, given in elementary charges: C -0.0672; C -0.0944; C -0.0613; C -0.6825; C -0.6930; C -0.6765; C -0.4042; C 0.1279; N -0.5016; N -0.3630; N -1.1255; P 0.7268; H 0.2100; H 0.2125; H 0.2271; H 0.2152; H 0.2137; H 0.2106; H 0.2309; H 0.2285; H 0.2147; H 0.2108; H 0.2121; H 0.2026; H 0.2260; H 0.2042; H 0.3836; H 0.4120



Question: Which value of relative energy (zero: lowest compared OMol25 entry of this formula, charge and spin) does entry 3 give?
Answer: 0.601 eV